1.
Computed, not measured: a single C10H8N2O molecule, with ωB97M-V with the def2-TZVPD basis set.

Each line ends with the natural charge from an NBO analysis.
Element x y z (Å)
O 2.66730 -2.22793 0.03349  -0.57
C 2.34750 -1.06975 0.12532  0.64
N 3.21410 -0.01016 -0.01981  -0.62
C 2.41315 1.23111 -0.27707  -0.22
C 1.19383 0.96316 0.61834  -0.13
N -0.08259 1.57835 0.42432  -0.41
C -0.94300 0.58749 0.37533  0.22
C -2.39551 0.67284 0.11144  -0.22
C -3.00346 -0.49399 -0.05262  -0.20
C -2.48637 -1.79604 -0.01081  -0.22
C -1.21572 -1.94830 0.32492  -0.16
C -0.34069 -0.76671 0.39981  -0.10
C 0.99706 -0.49745 0.50690  -0.03
H 4.09896 -0.11923 -0.57156  0.42
H 2.24380 1.25695 -1.38882  0.20
H 2.69911 2.22817 0.04689  0.22
H 1.68324 1.02605 1.67776  0.26
H -2.85566 1.75022 0.18337  0.25
H -4.09255 -0.48626 -0.44538  0.21
H -3.19657 -2.71380 -0.07694  0.23
H -0.84660 -2.94699 0.33222  0.23

Forces on atoms 1 to 6 (eV/Å):
-0.08 -0.38 -0.26
-0.25 -0.87 0.95
0.61 1.89 -0.78
-0.60 -0.16 -1.07
0.30 -1.32 0.67
-0.64 -0.13 0.56

Output
Gap between HOMO and LUMO in eV: 7.64
Relative energy (zero: lowest compared OMol25 entry of this formula, charge and spin) in kJ/mol: 177.3
HOMO energy in eV: -8.618
LUMO level in eV: -0.9770
Structure (SMILES): O=C1NC[C@H]2N=c3ccccc3=C12

2.
Computed, not measured: C10H8N2PdTe4 as an isolated structure, with ωB97M-V with the def2-TZVPD basis set.

Each line ends with the natural charge from an NBO analysis.
Element x y z (Å)
Pd -1.32717 -1.32752 -0.02718  0.50
C 3.02090 -1.88934 -0.01002  -0.21
C 3.46725 -0.58077 0.00132  -0.10
C 2.53153 0.43736 0.00330  -0.19
C 1.17878 0.13325 -0.00422  0.14
N 0.74401 -1.14794 -0.01257  -0.47
C 1.66229 -2.12363 -0.01720  0.08
C 0.13341 1.17853 -0.00422  0.26
C 0.43736 2.53128 0.00775  -0.21
C -0.58090 3.46686 0.01184  -0.10
C -1.88946 3.02035 0.00597  -0.21
C -2.12359 1.66174 -0.00573  0.07
N -1.14774 0.74365 -0.01323  -0.49
H 3.70662 -2.72398 -0.01405  0.26
H 4.52429 -0.35315 0.00696  0.26
H 2.86086 1.46404 0.01024  0.24
H 1.31374 -3.14646 -0.03012  0.20
H 1.46400 2.86071 0.01499  0.24
H -0.35341 4.52390 0.02151  0.26
H -2.72421 3.70593 0.01104  0.26
H -3.14643 1.31301 -0.00624  0.20
Te -3.87614 -1.20368 -0.05787  0.08
Te -5.24861 -3.42202 -0.02805  0.42
Te -3.42326 -5.24669 0.08051  0.42
Te -1.20412 -3.87542 0.05527  0.08

Forces on atoms 1 to 6 (eV/Å):
-0.42 -0.42 0.09
0.03 -0.01 0.00
0.00 -0.01 0.00
-0.08 -0.01 0.00
-0.06 0.00 0.00
0.38 0.13 -0.01

Output
Gap between HOMO and LUMO (alpha / beta) in eV: 5.01 / 5.00
HOMO energy (alpha / beta) in eV: -14.611 / -14.603
LUMO level (alpha / beta) in eV: -9.5975 / -9.6010
Net charge: +2

3.
Computed, not measured: an isolated ion of composition C10H8N3 and charge +1, with ωB97M-V with the def2-TZVPD basis set.

Each line ends with the natural charge from an NBO analysis.
Element x y z (Å)
N 3.22471 0.34672 1.12007  -0.13
C 2.14371 0.55808 0.89716  0.37
N 0.85138 0.82821 0.53367  -0.35
C 0.05461 -0.30514 0.00743  0.08
C -1.28164 -0.49139 0.23279  -0.23
C -1.92716 -1.66538 -0.21843  -0.15
C -1.18833 -2.48951 -1.13595  -0.15
C 0.16062 -2.33703 -1.32226  -0.18
C 0.78747 -1.24799 -0.71132  -0.20
C 0.21718 1.68003 1.58506  -0.06
C -0.29843 2.78644 1.10396  -0.01
N -0.02233 2.84559 -0.27344  -0.31
C 0.66602 1.83898 -0.57290  0.30
H -1.78047 0.02046 1.09930  0.25
H -2.96863 -1.87540 -0.21627  0.25
H -1.73123 -3.19059 -1.69504  0.23
H 0.74186 -2.95019 -2.02145  0.25
H 1.78533 -0.96213 -1.02360  0.23
H 0.46642 1.38135 2.60325  0.27
H -0.85180 3.76494 1.49978  0.31
H 0.95071 1.46395 -1.49182  0.23

Forces on atoms 1 to 6 (eV/Å):
2.74 -0.51 0.71
-1.72 0.16 -0.81
-1.95 2.75 0.70
0.66 -2.79 -0.53
-2.05 -0.75 3.02
2.72 0.40 -2.83

Output
Gap between HOMO and LUMO in eV: 8.94
Relative energy (zero: lowest compared OMol25 entry of this formula, charge and spin) in kJ/mol: 189.8
HOMO energy in eV: -13.883
LUMO level in eV: -4.9419
Structure (SMILES): N#C[N@@+]1(c2ccccc2)C=CN=C1
Net charge: +1

4.
Computed, not measured: C10H8N3O6Os as an isolated structure, with ωB97M-V with the def2-TZVPD basis set.

Each line ends with the natural charge from an NBO analysis.
Element x y z (Å)
O 1.88018 -3.91460 -5.71944  -0.43
C 1.37732 -3.01265 -5.23173  0.44
Os 1.39230 -1.25676 -0.51097  0.75
O -0.92104 -3.09276 -1.30429  -0.23
C -0.02391 -2.42183 -0.97916  0.45
C 1.93167 -0.01050 2.76953  0.43
O 2.17999 0.66347 3.65605  -0.38
C 2.10946 0.11522 -1.65493  0.49
O 2.54579 0.85201 -2.45119  -0.21
C 2.91127 -2.38572 -0.45702  0.46
O 3.86405 -3.07634 -0.40642  -0.18
H 1.57067 -1.81954 -1.88507  0.15
C -1.02622 3.62804 0.27338  -0.44
N -1.17671 2.20978 0.56083  -0.19
C -2.32610 1.74148 1.14942  0.14
C -2.41902 0.41255 1.44066  -0.09
C -1.28616 -0.39735 1.17787  0.46
N -0.26020 0.01439 0.39626  -0.65
C -0.11962 1.37678 0.20658  0.75
O 0.88992 1.83385 -0.35268  -0.45
N -1.21747 -1.62759 1.70764  -0.62
H -1.93667 4.14825 0.58768  0.26
H -0.89160 3.77518 -0.80943  0.29
H -0.17313 4.05036 0.83092  0.30
H -3.11291 2.48813 1.33078  0.31
H -3.29735 -0.01641 1.92046  0.31
H -1.99351 -1.99304 2.23651  0.46
H -0.47099 -2.28443 1.51777  0.43

Forces on atoms 1 to 6 (eV/Å):
-1.22 2.15 1.06
1.23 -2.14 -0.96
-2.34 3.00 3.65
3.84 2.70 1.38
-6.29 -4.82 -2.17
0.68 1.68 2.14

Output
Gap between HOMO and LUMO (alpha / beta) in eV: 8.23 / 4.14
Relative energy (zero: lowest compared OMol25 entry of this formula, charge and spin) in kJ/mol: 50.5
HOMO energy (alpha / beta) in eV: -20.170 / -20.255
LUMO level (alpha / beta) in eV: -11.9430 / -16.1117
2S+1: 5
Net charge: +3

5.
Computed, not measured: a single C10H8O molecule, with ωB97M-V with the def2-TZVPD basis set.

Each line ends with the natural charge from an NBO analysis.
Element x y z (Å)
C -2.49706 1.08277 -1.44957  -0.19
C -1.35716 1.76570 -1.62216  -0.20
C -0.19218 1.26662 -0.98094  -0.17
C -0.27925 0.09051 -0.13264  -0.05
C 1.00193 -0.37255 0.58590  0.24
C 1.14107 -1.09222 1.67259  -0.29
C 2.61122 -1.29704 1.76544  -0.28
C 3.08324 -0.66300 0.63693  0.09
O 2.10945 -0.08917 -0.06747  -0.39
C -1.49618 -0.56223 0.01937  -0.19
C -2.61557 -0.10112 -0.60639  -0.19
H -3.42988 1.40403 -1.86781  0.20
H -1.13578 2.38685 -2.21503  0.18
H 0.71227 1.87428 -1.09245  0.22
H 0.26227 -1.67338 2.34220  0.24
H 3.13035 -1.61031 2.47487  0.19
H 4.08510 -0.47564 0.49074  0.19
H -1.53715 -1.30346 0.58298  0.19
H -3.59670 -0.63065 -0.53655  0.22

Forces on atoms 1 to 6 (eV/Å):
-2.69 -2.38 1.47
0.66 -9.43 8.32
-0.90 -1.38 1.44
2.27 2.26 -0.77
-5.26 1.30 -2.68
-0.11 -3.48 3.77

Output
Gap between HOMO and LUMO in eV: 9.28
Relative energy (zero: lowest compared OMol25 entry of this formula, charge and spin) in kJ/mol: 402.0
HOMO energy in eV: -8.268
LUMO level in eV: 1.0108
Structure (SMILES): c1ccc(-c2ccco2)cc1

6.
Computed, not measured: C10H9BiF3GaI2O6S as an isolated structure, with ωB97M-V with the def2-TZVPD basis set.

Each line ends with the natural charge from an NBO analysis.
Element x y z (Å)
I -0.30574 3.87322 -0.98668  0.64
I -2.77993 2.09810 2.98214  0.55
Bi -1.19902 0.08391 1.84120  1.51
Ga 0.41372 1.45880 -1.16211  1.00
S -1.72466 0.55761 -0.73543  -0.49
C 0.61942 0.27734 -3.30059  0.52
C 2.38507 1.34919 -1.39846  0.41
C -2.71991 -0.80734 -1.94785  0.23
C -3.99634 -1.10254 -1.18823  -0.70
C -1.77816 -1.97691 -2.11775  -0.68
C -3.01309 -0.06974 -3.24016  -0.70
C 0.46688 -1.35074 3.59398  0.46
C -1.89841 -2.62031 1.55365  0.48
O 3.36216 1.17603 -2.01265  -0.24
O 0.92177 -0.26705 -4.25528  -0.26
O 1.16276 -1.92134 4.28306  -0.28
O -2.16941 -3.71201 1.34869  -0.28
H -4.62200 -1.74206 -1.82454  0.32
H -4.55261 -0.17411 -1.00054  0.25
H -3.83132 -1.62741 -0.24083  0.21
H -2.27091 -2.70681 -2.77536  0.32
H -1.54988 -2.47011 -1.16310  0.22
H -0.83662 -1.66642 -2.59126  0.22
H -3.62582 -0.73551 -3.86909  0.32
H -2.10610 0.18247 -3.80374  0.23
H -3.59622 0.83998 -3.04092  0.25
F 4.06465 1.74305 2.83782  -0.24
C 2.90516 1.08242 2.63730  0.90
F 3.17111 -0.25428 2.78205  -0.29
F 2.06385 1.44233 3.65073  -0.31
C 2.27365 1.39883 1.22690  0.76
O 2.96949 1.96776 0.36268  -0.49
O 1.05636 1.04289 1.01345  -0.85

Forces on atoms 1 to 6 (eV/Å):
-0.10 0.86 -0.24
-1.01 1.15 0.68
1.52 -1.15 -0.87
-0.31 -1.18 0.55
0.71 0.78 0.68
0.90 -1.40 -3.10

Output
Gap between HOMO and LUMO (alpha / beta) in eV: 6.07 / 5.61
Relative energy (zero: lowest compared OMol25 entry of this formula, charge and spin) in kJ/mol: 0.0
HOMO energy (alpha / beta) in eV: -23.759 / -23.696
LUMO level (alpha / beta) in eV: -17.6940 / -18.0899
Net charge: +4